Record 1
{
  "formula": "C8H10N2O",
  "method": "ωB97M-V/def2-TZVPD",
  "species": ["C", "C", "C", "C", "C", "C", "C", "C", "N", "N", "O", "H", "H", "H", "H", "H", "H", "H", "H", "H", "H"],
  "xyz": [[-0.2062, -1.9068, -0.2657], [0.6442, -0.9168, -0.5381], [-1.2600, 0.5690, 0.0243], [-3.3153, -0.2327, 0.1382], [-3.3576, 1.1196, 0.1403], [2.3069, -0.1611, 1.1657], [1.8147, 1.2041, -0.9178], [1.8763, -0.2013, -0.3068], [-1.5184, -1.8181, -0.0494], [-1.9809, -0.5575, 0.0481], [-2.0944, 1.5987, 0.0605], [0.1321, -2.9326, -0.3826], [-4.0776, -0.9778, 0.1649], [-4.1636, 1.8212, 0.2055], [2.6582, -1.1374, 1.4922], [1.4622, 0.1260, 1.7856], [3.1090, 0.5592, 1.3077], [2.7686, 1.7180, -0.8239], [1.0417, 1.7662, -0.3992], [1.5466, 1.1476, -1.9695], [2.6136, -0.7873, -0.8801]],
  "mulliken_charge": [-0.339, -0.083, -0.021, -0.291, -0.320, -1.396, -1.373, 0.931, -1.376, 0.904, -0.283, 0.387, 0.409, 0.432, 0.380, 0.313, 0.396, 0.407, 0.252, 0.387, 0.285],
  "homo_energy_ev": -7.50,
  "relative_energy_ev": 6.342,
  "charge": 0
}

Record 2
{
  "formula": "C19H26N2O5S",
  "method": "ωB97M-V/def2-TZVPD",
  "species": ["C", "C", "C", "C", "O", "N", "C", "C", "C", "C", "C", "C", "C", "S", "O", "O", "C", "C", "C", "C", "C", "C", "N", "C", "O", "C", "O", "H", "H", "H", "H", "H", "H", "H", "H", "H", "H", "H", "H", "H", "H", "H", "H", "H", "H", "H", "H", "H", "H", "H", "H", "H", "H"],
  "xyz": [[0.0741, -3.6779, 1.4244], [-0.2805, -3.1254, 0.0110], [-0.7513, -1.5870, 0.0333], [-2.2823, -1.7412, 0.5183], [-2.9296, -2.6227, 1.1858], [-2.9620, -0.4603, 0.8380], [-4.2526, -0.2009, 1.0424], [-2.3713, 0.9474, -0.0198], [-2.5187, 1.9337, 0.7884], [-1.7535, 3.3774, 0.3321], [-2.2042, 3.4937, -1.2836], [-2.0465, 2.2120, -1.8541], [-2.6913, 0.9036, -1.3137], [0.9683, -3.0516, -1.2296], [0.4783, -2.5854, -2.5377], [1.5314, -4.4516, -1.2145], [2.1864, -2.1959, -0.5014], [3.0985, -2.6202, 0.4311], [4.1088, -1.4921, 1.0156], [4.1017, -0.3453, 0.4488], [3.1287, 0.1518, -0.0301], [2.1825, -0.6917, -0.8308], [3.2052, 1.4178, -0.4293], [3.9583, 2.4250, 0.0534], [3.9530, 3.4970, -0.3688], [5.2266, 1.5326, 0.5294], [5.1337, 0.4167, 1.1901], [0.5018, -4.6055, 1.1340], [-0.8087, -3.7423, 1.9504], [0.9410, -2.9588, 1.7098], [-1.1639, -3.7930, -0.3599], [-0.8758, -1.3359, -0.9918], [-0.2862, -1.1177, 0.7589], [-4.6500, -1.2044, 1.2577], [-4.8304, 0.2136, 0.4151], [-4.3225, 0.5429, 2.1158], [-1.1463, 0.8689, 0.0461], [-3.5223, 2.3719, 0.8840], [-2.2192, 1.7740, 1.9338], [-2.0307, 4.2423, 1.0510], [-0.7033, 3.2606, 0.0973], [-1.7416, 4.4303, -1.4293], [-3.2567, 3.8974, -1.1312], [-2.3455, 2.4508, -2.8867], [-0.9550, 2.0081, -2.1080], [-2.5868, 0.1069, -1.8687], [-3.6943, 1.3779, -1.4480], [2.9935, -3.5370, 0.7217], [4.8270, -1.9499, 1.5845], [1.3656, -0.2653, -1.4795], [2.5002, 1.7212, -1.1097], [5.6076, 2.4216, 1.1588], [6.1106, 1.3620, -0.2346]],
  "mulliken_charge": [-1.589, 0.112, -1.721, 0.275, -0.673, 0.151, -1.342, 1.411, -1.160, -0.733, -0.825, -0.532, -1.044, 1.212, -0.671, -0.783, -0.290, -0.459, -1.254, 1.256, 0.049, -0.737, -0.110, 0.388, -0.521, -0.382, -0.332, 0.390, 0.549, 0.299, 0.695, 0.789, 1.011, 0.524, 0.474, 0.171, -0.622, 0.415, 0.173, 0.382, 0.291, 0.457, 0.286, 0.460, 0.098, 0.822, 0.210, 0.978, 0.484, 0.298, 0.161, 0.268, 0.242],
  "smiles": "C[C@@H](CC(=O)N(C)C1CCCCC1)S(=O)(=O)c1ccc2c(c1)NC(=O)CO2",
  "homo_energy_ev": -8.95,
  "relative_energy_ev": 18.240,
  "charge": 0
}

no.,LUMO level (eV),HOMO-LUMO gap (Eh),energy (eV)
1,-0.065,0.273,-13479.99030
2,-0.589,0.307,-44161.26265